Entry 1:
A 2-piece molecular cluster, C2H3O2S2 overall. Source: OMol25; level of theory: ωB97M-V/def2-TZVPD.

Cartesian coordinates (Å):
1 S -0.6679 2.2879 -2.3468
2 O 1.4087 -1.9070 -0.3702
3 C -0.0904 0.3029 1.0629
4 H 0.9504 0.1406 1.2875
5 H -0.6755 -0.4271 1.5895
6 H -0.3841 1.3830 1.5325
7 S 0.6686 -1.0517 -1.3215
8 C -0.2332 0.1544 -0.4881
9 O -0.9766 -0.8829 -0.9459

Forces on atoms 1 to 2 (eV/Å):
0.48 -1.80 1.77
-0.32 -0.06 -0.33

Computed properties:
HOMO-LUMO gap (spin up / spin down)   6.64 / 6.65 eV
2S+1   1
Total charge   -1

---

Entry 2:
C35H65CsGe2N5Se4Si3 as an isolated structure. Source: OMol25; level of theory: ωB97M-V/def2-TZVPD.

Cartesian coordinates (Å):
1 H -4.2614 1.0496 0.2916
2 H -1.9899 2.6503 -1.8863
3 H -2.6361 5.5157 3.5550
4 C 1.1100 -3.6029 -4.0512
5 C -0.6361 2.3901 3.0976
6 H 1.4762 -2.9889 -4.8815
7 N 1.5004 2.3733 -1.9007
8 N 1.5752 1.1372 0.8936
9 H 0.1716 3.7249 -1.0477
10 C -1.3315 5.8149 0.4991
11 H 3.3667 -5.8427 -3.8973
12 H -4.1261 4.6116 3.2455
13 H -1.2142 5.6966 -0.5830
14 C -0.0800 3.5884 3.5594
15 C 4.6727 -3.6717 0.4006
16 Cs -0.5310 0.0444 -1.0153
17 H -0.3217 -5.0629 2.4947
18 H 0.8086 -4.5695 -4.4708
19 C -3.7123 1.4213 3.6063
20 H 1.0663 3.1481 0.7174
21 H 0.5424 -6.5866 0.9291
22 H 1.5561 -1.5629 1.6736
23 Ge -1.7108 2.1547 1.3939
24 Se -1.6213 -0.6062 -6.0244
25 N -0.9893 -2.3420 0.6501
26 H 2.9494 3.6169 -0.9712
27 C -3.3921 5.2871 2.7988
28 C -4.9095 0.8939 4.0825
29 H 0.2066 -3.1229 -3.6648
30 Si 3.1500 -2.5985 0.0253
31 H 3.2810 1.8835 -0.9430
32 H -4.9495 3.9689 0.2831
33 H -2.9775 1.7791 4.3206
34 C 2.4821 2.6216 -0.8432
35 C -0.6070 -5.0477 -1.5144
36 Si 0.6823 -4.3682 -0.3176
37 H 2.1702 -6.3096 -2.6757
38 H -1.1622 -4.2397 -2.0006
39 H 0.6892 -0.9237 -3.8439
40 C 2.4803 -2.1468 1.7374
41 H 2.2540 -3.0436 2.3268
42 H 4.3626 -4.6122 0.8709
43 H -2.1099 2.2213 -3.4628
44 H -0.0998 3.2466 -4.0383
45 H -3.8936 6.2167 2.5081
46 H 1.9376 -5.6224 1.4666
47 H -6.3716 0.1483 1.1204
48 C -0.3014 1.2318 3.8178
49 H 4.1316 -3.1514 -4.3978
50 H 3.1509 -0.3857 -1.1520
51 H -0.1609 -5.6696 -2.2989
52 H 4.7095 -1.1969 -1.3750
53 C 0.5276 1.2645 4.9331
54 C -3.4384 1.5010 2.2359
55 H 3.8018 -5.8479 -2.1692
56 C 1.0653 2.4720 5.3658
57 H 1.9934 -6.4552 -0.0868
58 H 1.7191 2.5046 6.2295
59 H 2.0925 -0.7234 -3.0443
60 H -4.3508 5.5242 -0.3353
61 H 3.8202 -1.7748 -3.3289
62 Se -2.6318 -1.2572 -4.0779
63 H 0.7624 0.3440 5.4565
64 Se -5.5786 -0.3874 -2.1383
65 H 4.3548 -0.3930 0.1602
66 H -2.9898 -1.7832 3.2946
67 C -1.8736 -1.7727 1.4638
68 C -2.2662 -2.3093 2.6822
69 C -1.6910 -3.5099 3.0657
70 H 1.2254 4.4325 -2.2813
71 H 3.2223 -1.5619 2.2950
72 H -2.2894 -0.8168 1.1489
73 H 5.2008 -3.9286 -0.5261
74 Ge -2.5943 4.4461 1.1962
75 C -0.4423 -3.5273 0.9947
76 H -3.8055 3.9999 -1.0587
77 C -0.7793 -4.1210 2.2147
78 H 2.0288 0.8378 -4.9246
79 H -0.6962 0.2713 3.4911
80 H -1.7304 6.8170 0.6896
81 Si 2.4377 -3.8138 -2.7100
82 C 0.6242 3.5372 -2.0251
83 H -1.3252 -5.6627 -0.9597
84 N 1.2152 -0.2663 -3.2725
85 C -0.5030 3.4413 -3.0439
86 C 1.9395 -3.3397 -1.0557
87 H -0.3005 4.5175 3.0395
88 H -5.0867 0.8444 5.1523
89 C 1.9471 2.5145 0.5785
90 H 2.3879 0.5321 0.8442
91 C -5.8779 0.4339 3.1973
92 H -0.9666 4.4353 -3.0946
93 H 4.8497 -3.1020 -2.7778
94 C 3.9490 -2.8622 -3.3564
95 C 1.4226 0.9717 -4.0169
96 H -0.3384 5.7450 0.9518
97 C -4.4313 1.0284 1.3661
98 C -4.0740 4.4872 -0.1173
99 C -5.6343 0.5085 1.8305
100 C 1.3346 -5.9056 0.5942
101 C 3.0014 -5.6245 -2.8850
102 H -6.8080 0.0181 3.5677
103 H 5.3837 -3.1687 1.0690
104 H -1.9505 -3.9673 4.0148
105 H 2.7237 2.9139 1.2446
106 H 2.3610 2.9005 -3.7722
107 H 1.1709 4.5850 4.9949
108 H 0.4435 1.3195 -4.3410
109 C 0.7582 3.6346 4.6711
110 C 3.9148 -0.9907 -0.6490
111 H 3.1250 1.5717 -2.9119
112 N -1.4530 2.3834 -2.7082
113 Se -4.6607 -0.1164 -4.1583
114 C 2.1515 2.0060 -3.1589
115 H 1.2247 1.0830 1.8429

Forces on atoms 1 to 2 (eV/Å):
0.01 0.00 0.03
0.01 -0.05 0.00

Computed properties:
HOMO-LUMO gap (spin up / spin down)   5.57 / 4.84 eV
<S²>   0.7561
2S+1   2
Total charge   -2

---

Entry 3:
A 2-piece molecular cluster, C9H14 overall. Source: OMol25; level of theory: ωB97M-V/def2-TZVPD.

Cartesian coordinates (Å):
1 C -1.9582 0.8098 -0.4141
2 C -0.8433 0.9443 0.4423
3 C 2.4645 -0.8021 -0.3404
4 H 0.3667 0.0847 1.9702
5 H -3.2204 -1.7393 1.3282
6 C -2.8111 -0.3076 -0.1737
7 H -3.5661 -0.5618 -0.8063
8 C -0.0649 2.2551 0.3687
9 H 2.9326 0.2019 -0.1426
10 H 1.6051 -0.0595 -2.1760
11 C -2.5175 -1.1468 0.9753
12 H 3.3073 -0.5986 -2.3384
13 H 0.7197 2.2275 -0.3236
14 H 1.3925 -0.7626 -0.0526
15 H -0.6788 3.0870 0.0688
16 C -1.3071 -1.1159 1.6206
17 H 2.9499 -1.7451 0.1067
18 C 2.3787 -0.8476 -1.8149
19 C -0.4930 -0.0240 1.3703
20 H -0.9836 -1.9102 2.3733
21 H 0.4024 2.4486 1.3433
22 H -2.0247 1.4257 -1.2521
23 H 1.9494 -1.8635 -2.1329

Forces on atoms 1 to 2 (eV/Å):
0.14 -3.50 2.13
-0.15 1.31 -0.40

Computed properties:
HOMO-LUMO gap   9.82 eV
2S+1   1
Total charge   0
SMILES   Cc1ccccc1.CC

---

Entry 4:
A 2-piece molecular cluster, C5H12O2 overall. Source: OMol25; level of theory: ωB97M-V/def2-TZVPD.

Cartesian coordinates (Å):
1 C 0.8996 0.1614 -0.1584
2 C 2.2144 0.1397 -2.3048
3 H 1.1247 -1.4609 -1.4198
4 H -1.5012 0.7222 -1.0600
5 H 1.1053 1.2355 -0.0062
6 H 2.5186 -0.5699 -3.0893
7 H 3.1395 0.6941 -2.1266
8 O -2.3569 0.3529 -1.3224
9 H -2.7965 1.1269 -1.7210
10 C -0.0124 -0.2840 0.7123
11 C -0.4599 0.4058 1.9697
12 C 1.7573 -0.6331 -1.0873
13 O -1.4752 -0.3527 2.6181
14 H 2.6455 -0.9775 -0.5451
15 H -0.8330 1.4094 1.7710
16 H -2.3213 -0.0421 2.2844
17 H -0.4956 -1.2347 0.4552
18 H 0.3542 0.4751 2.6800
19 H 1.4783 0.8197 -2.7249

Forces on atoms 1 to 2 (eV/Å):
-0.05 1.40 1.61
1.01 -0.30 -0.83

Computed properties:
HOMO-LUMO gap   9.97 eV
2S+1   1
Total charge   0
SMILES   CC/C=C/CO.O

---

Entry 5:
C10H10CdClI as an isolated structure. Source: OMol25; level of theory: ωB97M-V/def2-TZVPD.

Cartesian coordinates (Å):
1 C -1.4032 0.1032 -1.3575
2 C 1.9723 1.2849 0.2043
3 C 1.5743 -0.3919 -1.2897
4 H -0.9446 0.3018 -2.3101
5 C -1.8512 1.0767 -0.4374
6 Cl 0.1555 -2.0096 2.0741
7 H 2.2338 -2.0241 0.0535
8 C 2.3465 0.0615 0.8018
9 H -1.3547 -2.1228 -1.2282
10 Cd -0.0023 -0.0594 0.5334
11 H -1.7614 2.1453 -0.5382
12 H 1.9632 2.2418 0.6934
13 C 2.1143 -0.9724 -0.1336
14 H 2.6529 -0.0720 1.8233
15 I 0.0501 1.3059 3.0610
16 H -2.4940 -1.7572 1.1578
17 C -2.3974 0.3910 0.6711
18 H -2.7406 0.8486 1.5804
19 C -1.6358 -1.1752 -0.8002
20 H 1.0660 1.7259 -1.7641
21 H 1.2381 -0.9257 -2.1632
22 C -2.2672 -0.9837 0.4475
23 C 1.4848 1.0065 -1.0796

Forces on atoms 1 to 2 (eV/Å):
-0.98 -0.03 -0.80
0.82 0.27 -0.11

Computed properties:
HOMO-LUMO gap   5.64 eV
2S+1   1
Total charge   -2

---

Entry 6:
One molecule with the formula C3H8N2. Source: OMol25; level of theory: ωB97M-V/def2-TZVPD.

Cartesian coordinates (Å):
1 C -0.6617 -0.8842 -0.3059
2 H 0.9068 0.9882 -0.1580
3 C -0.1578 -0.5627 1.0705
4 N 1.0243 0.7528 -1.1391
5 H -1.5190 -0.3280 -0.5629
6 H 0.9797 -1.3879 -1.4327
7 H 0.7633 1.4705 -1.8369
8 N 0.4039 -0.4864 -1.3187
9 H -1.0372 1.4235 0.9037
10 H -0.0419 1.1960 2.3500
11 H 0.3503 -1.3554 1.6471
12 H -0.7034 -2.0268 -0.5127
13 C -0.3461 0.7385 1.4544

Forces on atoms 1 to 2 (eV/Å):
2.05 -2.59 1.21
-0.61 0.80 0.49

Computed properties:
HOMO-LUMO gap (spin up / spin down)   4.95 / 5.39 eV
<S²>   2.0078
2S+1   3
Total charge   0

---

Entry 7:
One molecule with the formula C5H13NO3. Source: OMol25; level of theory: ωB97M-V/def2-TZVPD.

Cartesian coordinates (Å):
1 H 1.2744 0.7827 1.3228
2 H 0.2758 2.6636 0.5771
3 O -0.1127 2.9069 -0.2807
4 C 0.1007 0.0019 -0.5713
5 H 0.8973 -1.1524 2.6277
6 H -0.3623 -0.6059 -2.5897
7 H 1.6098 -1.1755 0.1632
8 O 0.3642 0.9351 1.6471
9 C -0.6611 -1.3942 1.5150
10 H 1.8363 -0.6990 -1.3988
11 C 0.0249 1.8002 -1.1485
12 H -0.6557 -1.8634 -1.3924
13 C -0.7215 -0.7864 -1.5713
14 H -0.7896 1.8623 -1.8729
15 H -1.3199 -1.2703 2.3794
16 H -1.0709 -2.1730 0.8721
17 H -1.4911 0.6837 0.7473
18 C -0.4904 0.2616 0.7467
19 H -1.7723 -0.4901 -1.5240
20 N 1.4744 -0.4036 -0.4967
21 H 0.9593 1.9206 -1.7107
22 O 0.6302 -1.8048 1.9586

Forces on atoms 1 to 2 (eV/Å):
-0.34 0.00 0.04
-0.14 0.15 -0.22

Computed properties:
HOMO-LUMO gap   9.17 eV
2S+1   1
Total charge   0
SMILES   C[C@@](N)(CO)[C@H](O)CO

---

no.,F_max (eV/Å)
1,4.0
2,0.8
3,5.0
4,2.1
5,2.5
6,3.5
7,5.7